14
Properties=species:S:1:pos:R:3:nbo_charge:R:1 method="wB97M-V/def2-TZVPD" multiplicity=1 energy_ev=-8830.9934 homo_ev="-6.12 / -6.12" homo_lumo_gap_ev="5.9467 / 5.9441"
O -1.566 0.853 1.159 -0.673
C -0.509 1.445 1.204 0.233
C -1.242 -0.422 -1.099 0.054
N -0.023 -0.484 -0.708 -0.249
C 0.947 0.638 -0.622 -0.213
C 0.818 0.408 0.879 -0.394
C 0.387 -1.031 0.611 -0.226
H -1.538 0.321 -1.835 0.211
H -1.962 -1.140 -0.722 0.218
H 0.520 1.592 -0.973 0.203
H 1.887 0.396 -1.132 0.204
H 1.611 0.642 1.584 0.226
H 1.147 -1.811 0.477 0.199
H -0.477 -1.407 1.178 0.207

60
Properties=species:S:1:pos:R:3:nbo_charge:R:1 method="wB97M-V/def2-TZVPD" smiles="COC(=O)OC.COC(=O)OC.COC(=O)OC.COC(=O)OC.COC(=O)OC" multiplicity=1 energy_ev=-46753.8798 homo_ev=-10.80 homo_lumo_gap_ev=11.3214
C 0.977 3.992 2.011 -0.259
O -0.412 3.677 1.881 -0.496
C -1.222 4.714 1.697 0.978
O -0.892 5.866 1.576 -0.646
O -2.467 4.253 1.663 -0.493
C -3.462 5.238 1.451 -0.259
H 1.191 4.260 3.047 0.187
H 1.259 4.799 1.344 0.206
H 1.499 3.063 1.798 0.199
H -3.504 5.546 0.403 0.185
H -3.307 6.092 2.105 0.202
H -4.429 4.780 1.650 0.196
C 1.570 -4.504 3.530 -0.264
O 1.004 -3.843 2.397 -0.498
C -0.190 -3.274 2.557 0.985
O -0.839 -3.243 3.564 -0.635
O -0.560 -2.765 1.383 -0.505
C -1.590 -1.794 1.411 -0.265
H 0.822 -4.674 4.300 0.214
H 2.415 -3.928 3.900 0.189
H 1.933 -5.478 3.199 0.190
H -1.663 -1.384 0.410 0.205
H -1.297 -0.997 2.095 0.189
H -2.585 -2.150 1.677 0.197
C 7.117 -1.565 -1.160 -0.259
O 6.650 -0.567 -0.257 -0.492
C 5.628 0.160 -0.712 0.980
O 5.168 0.129 -1.821 -0.637
O 5.182 0.920 0.295 -0.498
C 4.266 1.934 -0.067 -0.266
H 6.392 -2.380 -1.228 0.186
H 8.024 -1.973 -0.721 0.196
H 7.324 -1.190 -2.158 0.200
H 3.457 1.521 -0.665 0.216
H 4.714 2.801 -0.556 0.184
H 3.799 2.319 0.841 0.187
C 1.303 -0.811 -0.760 -0.256
O 1.248 0.618 -0.696 -0.510
C 0.145 1.255 -1.070 0.993
O -0.900 0.766 -1.401 -0.654
O 0.404 2.562 -1.024 -0.505
C -0.671 3.427 -1.427 -0.261
H 1.079 -1.198 -1.750 0.200
H 0.643 -1.228 -0.002 0.198
H 2.314 -1.075 -0.460 0.200
H -0.506 4.345 -0.860 0.191
H -1.661 3.075 -1.156 0.211
H -0.495 3.630 -2.479 0.194
C -3.917 -0.830 -1.926 -0.258
O -4.874 -1.874 -1.796 -0.493
C -4.582 -2.978 -2.474 0.976
O -3.600 -3.149 -3.155 -0.645
O -5.570 -3.850 -2.294 -0.493
C -5.360 -5.111 -2.929 -0.255
H -2.917 -1.178 -1.686 0.202
H -4.196 -0.018 -1.265 0.196
H -3.887 -0.463 -2.953 0.190
H -5.230 -4.965 -4.001 0.194
H -6.257 -5.697 -2.758 0.195
H -4.485 -5.607 -2.517 0.192

19
Properties=species:S:1:pos:R:3:nbo_charge:R:1 method="wB97M-V/def2-TZVPD" multiplicity=1 energy_ev=-8459.5275 homo_ev=-6.95 homo_lumo_gap_ev=7.7487
C -1.132 1.507 0.997 -0.614
C 0.007 1.157 0.051 -0.280
C 1.228 0.513 0.729 -0.034
C 2.077 -1.710 -0.160 -0.578
O 0.862 -0.787 0.200 -0.382
C -0.110 -0.165 -0.734 0.125
C -1.396 -0.944 -0.800 -0.645
H -0.857 2.373 1.608 0.221
H -2.048 1.759 0.453 0.216
H -1.354 0.679 1.680 0.211
H 0.256 2.011 -0.585 0.217
H 1.248 0.476 1.821 0.203
H 2.206 0.789 0.333 0.216
H 1.563 -2.686 -0.185 0.131
H 2.225 -1.429 -1.224 0.109
H 0.382 -0.111 -1.713 0.201
H -1.844 -1.055 0.191 0.220
H -2.111 -0.436 -1.456 0.225
H -1.202 -1.941 -1.209 0.237

19
Properties=species:S:1:pos:R:3:nbo_charge:R:1 method="wB97M-V/def2-TZVPD" multiplicity=1 energy_ev=-12680.5643 homo_ev=-14.97 charge=+1 homo_lumo_gap_ev=11.6084
Li 0.005 -0.008 -0.191 0.896
O 1.604 0.628 -1.452 -1.000
H 1.571 1.438 -2.007 0.511
H 2.125 -0.124 -1.822 0.511
O 1.293 0.095 1.622 -0.962
H 1.307 0.576 2.338 0.470
H 2.063 -0.658 1.804 0.516
O 0.005 -2.167 -0.671 -0.967
H -0.834 -2.585 -0.456 0.498
H 0.317 -2.705 -1.390 0.488
O -1.394 -0.731 1.695 -0.949
H -1.640 -1.594 2.186 0.487
H -0.561 -0.541 1.988 0.465
O -0.632 2.180 0.793 -0.930
H 0.094 2.288 1.400 0.468
H -0.442 2.832 0.111 0.479
O -1.542 0.301 -1.561 -0.950
H -0.983 0.415 -2.393 0.476
H -2.355 0.361 -1.994 0.494

Going through the records in order, we get energy relative to the best compared isomer or geometry (same formula, charge and spin) values of 120.13, 7.89, 111.30, 37.02 kcal/mol.